# 1
Here is a molecular structure, C12H20N2O5Yb in a non-equilibrium geometry from the Open Molecules 2025 dataset. Energies are from ωB97M-V/def2-TZVPD.

Properties
- HOMO energy (alpha / beta): -12.69 / -12.69 eV
- Expectation value of S²: 0.75
- F_max: 3.289 eV Å⁻¹
- Relative energy (zero: lowest compared OMol25 entry of this formula, charge and spin): 0.368 eV
- Frontier orbital gap (alpha / beta): 8.71 / 7.55 eV
- Total energy: -2113.5116 Ha

```
! wB97M-V def2-TZVPD RIJCOSX def2/J DEFGRID3
* xyz 1 2
Yb 0.011 -0.661 -0.379
O -0.938 2.717 -0.942
C -1.323 1.604 -1.057
O -0.882 0.668 -1.812
C -2.514 1.120 -0.155
C -3.154 -0.223 -0.634
C -4.491 -0.243 0.005
C -4.164 -0.496 1.524
C -2.643 -0.505 1.580
O -2.302 -1.207 0.219
C -2.165 0.859 1.388
C -0.757 1.018 1.984
O -0.639 1.330 3.165
O 0.340 0.725 1.283
H -3.364 1.880 -0.155
H -2.924 -0.522 -1.689
H -5.042 -1.021 -0.475
H -5.019 0.696 -0.105
H -4.540 -1.469 1.855
H -4.611 0.290 2.126
H -2.170 -1.032 2.359
H -2.857 1.517 1.944
N 1.825 1.188 -1.237
C 3.220 1.035 -1.668
C 4.186 0.516 -0.609
C 3.855 -0.800 0.177
C 3.308 -1.972 -0.636
N 1.975 -2.388 -0.145
H 1.184 1.699 -1.939
H 1.728 1.631 -0.318
H 3.651 2.001 -1.980
H 3.091 0.436 -2.555
H 4.188 1.353 0.159
H 5.201 0.401 -1.048
H 3.120 -0.543 0.957
H 4.729 -1.103 0.817
H 3.946 -2.850 -0.616
H 3.161 -1.771 -1.695
H 2.029 -2.523 0.872
H 1.750 -3.354 -0.565
*
```

***

# 2
Here is 5 unconnected molecules or ions with the total composition C30H56N2O8 in a non-equilibrium geometry from the Open Molecules 2025 dataset. Energies are from ωB97M-V/def2-TZVPD.

Properties
- HOMO energy: -7.81 eV
- F_max: 5.655 eV Å⁻¹
- Relative energy (zero: lowest compared OMol25 entry of this formula, charge and spin): 1.453 eV
- SMILES string: CC1(C)CCCC(C)(C)N1O.CC1(C)CCCC(C)(C)N1O.O=C1CCCO1.O=C1CCCO1.O=C1CCCO1
- Frontier orbital gap: 8.29 eV
- Total energy: -1887.9483 Ha

```
! wB97M-V def2-TZVPD RIJCOSX def2/J DEFGRID3
* xyz 0 1
C -0.731 1.212 5.586
C 0.710 1.512 4.955
C 1.515 0.181 5.068
C 1.197 -0.921 4.019
C 1.190 -0.266 2.571
C 0.474 1.063 2.416
N 0.767 1.908 3.500
O 0.733 3.324 3.208
C 0.958 1.681 1.101
C -0.950 0.619 2.283
C 1.457 2.473 5.932
H -0.792 0.822 6.602
H -1.250 0.540 4.902
H -1.327 2.124 5.548
H 2.586 0.378 5.116
H 1.328 -0.206 6.070
H 0.347 -1.562 4.253
H 2.107 -1.506 4.151
H 0.774 -1.058 1.947
H 2.218 -0.137 2.233
H 1.955 2.110 1.209
H 1.150 0.869 0.400
H 0.277 2.467 0.778
H -1.254 0.328 1.277
H -1.246 -0.186 2.956
H -1.642 1.417 2.553
H 2.453 2.668 5.537
H 1.611 2.021 6.912
H 0.815 3.309 6.210
H -0.194 3.571 3.225
C 0.795 -2.359 -1.141
C 0.754 -3.864 -1.437
C 2.190 -4.534 -1.650
C 3.098 -4.812 -0.434
C 2.181 -5.691 0.430
C 0.809 -5.037 0.796
N 0.018 -4.635 -0.388
O -1.234 -4.070 -0.142
C 0.108 -6.241 1.538
C 1.211 -3.956 1.828
C -0.062 -4.059 -2.731
H 1.545 -1.707 -1.590
H 1.100 -2.349 -0.095
H -0.149 -1.816 -1.192
H 2.007 -5.459 -2.197
H 2.698 -3.884 -2.363
H 3.345 -3.841 -0.005
H 3.996 -5.278 -0.839
H 2.707 -6.095 1.295
H 2.075 -6.598 -0.165
H -0.153 -7.059 0.866
H 0.757 -6.620 2.327
H -0.877 -5.978 1.923
H 0.446 -3.214 2.054
H 1.372 -4.513 2.751
H 2.030 -3.303 1.527
H 0.204 -3.429 -3.580
H -1.152 -4.051 -2.708
H 0.130 -5.006 -3.236
H -1.810 -4.750 -0.497
O -3.612 2.360 -3.041
C -2.470 2.044 -3.045
O -1.698 2.123 -4.161
C -0.502 1.493 -3.986
C -0.629 0.749 -2.667
C -1.655 1.453 -1.914
H 0.344 2.164 -4.135
H -0.360 0.777 -4.795
H 0.294 0.752 -2.087
H -0.902 -0.292 -2.837
H -1.371 2.256 -1.234
H -2.321 0.732 -1.441
O 2.009 2.260 -5.803
C 1.574 3.071 -6.582
O 2.161 4.302 -6.955
C 1.385 4.873 -7.979
C -0.018 4.257 -7.905
C 0.330 2.869 -7.433
H 1.774 4.946 -8.995
H 1.371 5.880 -7.561
H -0.421 4.165 -8.914
H -0.715 4.780 -7.250
H 0.508 2.324 -8.360
H -0.531 2.371 -6.986
O -1.960 4.316 3.830
C -2.844 3.965 2.986
O -4.015 3.484 3.345
C -4.747 3.080 2.107
C -3.602 2.824 1.090
C -2.555 3.872 1.524
H -5.419 3.877 1.788
H -5.282 2.156 2.327
H -3.949 3.010 0.073
H -3.247 1.796 1.159
H -2.759 4.839 1.064
H -1.544 3.524 1.312
*
```

***

# 3
Here is 5 unconnected molecules or ions with the total composition C2H13NO5 in a non-equilibrium geometry from the Open Molecules 2025 dataset. Energies are from ωB97M-V/def2-TZVPD.

Properties
- HOMO energy: -10.18 eV
- F_max: 3.736 eV Å⁻¹
- Relative energy (zero: lowest compared OMol25 entry of this formula, charge and spin): 1.525 eV
- SMILES string: CC(N)=O.O.O.O.O
- Frontier orbital gap: 10.80 eV
- Total energy: -514.9405 Ha

```
! wB97M-V def2-TZVPD RIJCOSX def2/J DEFGRID3
* xyz 0 1
C -1.176 1.960 -1.262
C -1.280 0.484 -1.715
N -2.501 0.106 -2.176
O -0.314 -0.195 -1.884
H -1.065 2.142 -0.195
H -2.229 2.277 -1.457
H -0.442 2.666 -1.649
H -2.522 -0.908 -2.358
H -3.310 0.630 -1.991
H 2.663 -1.083 0.390
H 3.902 -1.730 -0.273
O 3.245 -1.878 0.410
H 1.282 -2.356 3.036
H 2.604 -1.550 2.721
O 1.678 -1.566 2.562
H 0.628 0.019 -0.400
H 1.400 -0.230 1.022
O 0.786 0.346 0.593
H -0.512 0.903 1.563
H -1.484 0.921 3.010
O -1.479 1.155 2.029
*
```

***

# 4
Here is a molecular structure, C7H14Cl14F6O4P2V2 in a non-equilibrium geometry from the Open Molecules 2025 dataset. Energies are from ωB97M-V/def2-TZVPD.

Properties
- HOMO energy (alpha / beta): -9.04 / -9.81 eV
- Expectation value of S²: 12.02
- F_max: 9.832 eV Å⁻¹
- Relative energy (zero: lowest compared OMol25 entry of this formula, charge and spin): 1.841 eV
- Frontier orbital gap (alpha / beta): 7.47 / 8.08 eV
- Total energy: -10188.9422 Ha

```
! wB97M-V def2-TZVPD RIJCOSX def2/J DEFGRID3
* xyz 0 7
V 0.712 1.441 1.417
V 1.437 -1.918 0.089
P 0.106 -0.020 -0.330
O -0.633 1.299 -0.094
O 1.594 0.159 -0.076
O -0.215 -1.330 -0.993
O 0.263 -0.537 1.112
P 1.935 1.940 4.021
F 2.907 3.263 3.987
F 2.609 1.646 2.601
F 3.144 1.117 4.738
F 0.990 0.612 3.703
F 1.223 2.244 5.444
F 0.781 2.830 3.144
C 4.811 -1.474 2.996
Cl 4.917 -3.200 3.312
Cl 3.653 -1.130 1.677
H 4.433 -0.944 3.870
H 5.756 -0.989 2.748
C -2.203 -0.523 3.242
Cl -1.916 -0.902 4.959
Cl -1.845 1.199 2.917
H -1.641 -1.140 2.540
H -3.274 -0.684 3.124
C -3.536 0.011 -0.756
Cl -4.007 -1.169 0.455
Cl -4.985 0.613 -1.689
H -3.111 0.875 -0.245
H -2.870 -0.403 -1.513
C -1.707 -1.150 -4.297
Cl -3.156 -2.098 -3.812
Cl -0.770 -1.946 -5.602
H -2.005 -0.162 -4.650
H -1.082 -1.051 -3.410
C 2.974 1.348 -3.472
Cl 2.438 -0.187 -4.226
Cl 2.010 2.711 -4.124
H 2.747 1.391 -2.407
H 4.051 1.401 -3.630
C -1.791 -3.798 -0.919
Cl -0.790 -3.921 0.532
Cl -2.795 -5.239 -1.182
H -2.478 -2.958 -0.816
H -1.197 -3.584 -1.807
C -1.455 3.129 -2.416
Cl -0.917 4.823 -2.505
Cl -2.548 2.869 -3.794
H -0.563 2.503 -2.387
H -2.002 3.034 -1.478
*
```

***

# 5
Here is a single C2H7N2OP molecule in a non-equilibrium geometry from the Open Molecules 2025 dataset. Energies are from ωB97M-V/def2-TZVPD.

Properties
- HOMO energy: -9.22 eV
- F_max: 2.990 eV Å⁻¹
- Relative energy (zero: lowest compared OMol25 entry of this formula, charge and spin): 1.830 eV
- SMILES string: [H]/N=C/OPNC
- Frontier orbital gap: 10.22 eV
- Total energy: -606.4868 Ha

```
! wB97M-V def2-TZVPD RIJCOSX def2/J DEFGRID3
* xyz 0 1
C -0.964 -0.788 1.971
C 1.383 0.114 -1.530
N -1.676 0.232 1.650
N 0.164 0.053 -0.764
O -0.528 -1.699 1.103
P -0.697 -1.420 -0.535
H -0.621 -1.078 3.019
H 2.073 -0.676 -1.437
H 1.097 0.267 -2.640
H 2.071 0.859 -1.237
H -1.949 0.686 2.512
H -2.148 -0.896 -0.599
H -0.122 0.951 -0.374
*
```

***

# 6
Here is a molecular structure, C23H15CrF5N3SSbSe4 in a non-equilibrium geometry from the Open Molecules 2025 dataset. Energies are from ωB97M-V/def2-TZVPD.

Properties
- HOMO energy (alpha / beta): -3.10 / -3.33 eV
- Expectation value of S²: 3.85
- F_max: 7.751 eV Å⁻¹
- Relative energy (zero: lowest compared OMol25 entry of this formula, charge and spin): 6.006 eV
- Frontier orbital gap (alpha / beta): 4.54 / 4.54 eV
- Total energy: -12837.7385 Ha

```
! wB97M-V def2-TZVPD RIJCOSX def2/J DEFGRID3
* xyz -1 4
Cr 0.844 0.367 0.387
C 2.651 -1.971 -1.439
C 2.476 -2.312 0.005
C 3.073 -3.451 0.520
C 2.832 -3.830 1.828
C 1.966 -3.072 2.580
C 1.412 -1.920 2.036
N 1.701 -1.521 0.767
C 0.483 -1.069 2.779
C 0.208 -1.184 4.140
C -0.583 -0.226 4.741
C -1.125 0.800 3.987
C -0.859 0.836 2.623
N -0.070 -0.083 2.060
C -1.380 1.882 1.722
C -2.553 2.548 2.050
C -3.061 3.481 1.171
C -2.371 3.718 0.002
C -1.190 3.033 -0.277
C -0.475 3.336 -1.552
N -0.718 2.104 0.565
H 2.966 -2.857 -1.992
H 3.394 -1.190 -1.593
H 1.715 -1.610 -1.862
H 3.715 -4.037 -0.122
H 3.296 -4.717 2.238
H 1.701 -3.363 3.587
H 0.660 -1.980 4.713
H -0.747 -0.255 5.810
H -1.683 1.602 4.447
H -3.067 2.299 2.967
H -3.985 4.000 1.392
H -2.735 4.434 -0.723
H -0.675 4.361 -1.862
H -0.807 2.663 -2.346
H 0.601 3.232 -1.468
F -2.736 -2.125 -5.953
C -2.304 -1.767 -4.731
C -1.271 -0.855 -4.603
F -0.714 -0.333 -5.702
C -0.830 -0.495 -3.343
F 0.148 0.393 -3.238
C -1.397 -1.038 -2.182
S -0.899 -0.654 -0.564
C -2.445 -1.948 -2.349
F -3.034 -2.487 -1.282
C -2.895 -2.307 -3.605
F -3.906 -3.177 -3.743
Se 2.992 4.706 -2.924
Sb 3.640 2.591 -2.048
Se 2.132 1.218 -0.857
Se 2.062 1.461 1.831
Se 3.845 2.769 1.413
*
```